1.
{
  "formula": "C58H69BN4O3P",
  "method": "ωB97M-V/def2-TZVPD",
  "symbols": ["C", "N", "C", "H", "C", "O", "C", "H", "C", "H", "H", "C", "H", "H", "H", "H", "H", "C", "H", "H", "C", "H", "C", "C", "H", "C", "H", "C", "C", "N", "H", "H", "H", "H", "H", "H", "H", "H", "N", "O", "C", "H", "C", "C", "C", "C", "C", "H", "C", "H", "C", "C", "C", "H", "H", "H", "H", "C", "H", "C", "C", "H", "H", "H", "C", "C", "H", "C", "H", "C", "C", "C", "H", "H", "H", "H", "C", "H", "H", "C", "C", "H", "H", "C", "H", "C", "H", "H", "C", "C", "C", "H", "H", "C", "H", "H", "H", "H", "C", "C", "C", "B", "C", "H", "H", "C", "C", "C", "H", "C", "H", "C", "C", "C", "H", "C", "H", "H", "C", "H", "C", "H", "H", "H", "O", "P", "H", "H", "H", "H", "C", "H", "H", "C", "C", "N"],
  "positions_angstrom": [[6.62, 2.10, 2.47], [1.76, 0.03, -3.12], [-5.17, 0.11, 0.86], [-8.47, 0.49, 1.50], [9.54, 1.55, 9.12], [4.03, -0.55, -0.87], [-2.15, 6.68, -4.85], [9.47, 0.74, 8.41], [6.95, 3.14, 3.33], [-3.36, -3.16, -6.17], [-4.10, 7.21, -5.57], [-3.15, -5.90, -2.16], [-6.17, -6.83, -2.50], [-6.41, -2.82, -0.27], [-3.14, -3.80, -2.60], [-9.05, -3.24, 3.96], [-0.49, -5.08, 0.51], [-10.14, -2.45, 5.63], [-2.96, -0.39, -2.10], [4.79, 2.39, -2.45], [-1.23, -5.31, -0.24], [0.49, 5.88, -6.80], [-0.03, 2.44, -6.35], [4.04, 1.79, -1.93], [-3.90, -6.13, -2.91], [-3.27, -2.55, -5.28], [-1.24, -7.41, 0.20], [-2.75, 6.76, -7.18], [9.99, 0.32, 5.51], [1.99, 1.71, -4.75], [3.99, 1.45, -5.43], [0.71, 3.12, -6.78], [12.00, -0.44, 5.40], [7.39, 1.41, 2.14], [2.63, 2.98, -2.85], [-11.07, -1.39, 7.25], [6.23, 4.82, 4.45], [4.72, 3.37, -4.57], [3.74, 3.44, -4.81], [1.54, 0.55, -7.13], [-6.35, 0.71, 1.29], [-8.34, -7.92, -2.97], [-10.35, -1.34, 6.44], [-8.19, -4.12, -2.29], [-2.03, -2.08, -4.88], [-1.92, -1.30, -3.74], [-7.08, -6.24, -2.52], [8.91, 4.87, 9.37], [-4.29, -1.47, -3.39], [-2.42, 6.80, -3.81], [10.97, -0.56, 5.07], [-1.46, 6.38, -7.52], [9.14, 2.83, 8.75], [1.89, -0.34, -7.15], [-1.43, -3.27, -0.90], [10.46, 2.18, 12.31], [2.93, 2.40, -6.45], [-6.41, -1.83, 0.17], [-2.95, -7.94, -1.51], [8.35, -0.88, 4.21], [5.97, 4.01, 3.77], [-4.23, 0.64, 0.96], [9.75, 4.45, 11.65], [10.25, 1.12, 6.18], [9.69, 3.64, 10.94], [-4.40, -2.24, -4.53], [1.34, -0.62, -3.77], [-1.76, -4.30, -1.03], [-8.16, 0.81, 5.00], [-5.20, -1.16, 0.30], [9.33, -1.75, 3.78], [4.66, 3.86, 3.35], [-10.32, -4.14, -2.56], [3.61, 4.26, -5.39], [-0.95, -0.93, -3.43], [-10.41, -6.57, -3.00], [5.31, 1.95, 2.04], [3.89, 4.54, 3.69], [-1.20, 6.27, -8.57], [3.23, 2.24, -5.42], [10.09, 2.36, 11.31], [7.33, -1.00, 3.88], [9.08, -2.56, 3.11], [8.68, 0.16, 5.08], [3.49, -1.28, -1.20], [-8.72, -0.10, 5.18], [-0.81, 2.21, -7.07], [-3.49, 6.94, -7.95], [-3.10, 6.91, -5.84], [-7.55, 0.03, 1.16], [-9.22, -2.38, 4.59], [-9.81, 0.70, 6.85], [11.41, -2.28, 3.87], [-1.66, -6.62, -0.42], [-10.69, -3.36, 5.81], [8.76, 3.01, 7.75], [-1.15, -2.33, -5.46], [7.91, 0.84, 5.43], [-2.72, -4.59, -1.99], [-7.59, -1.24, 0.59], [-0.86, 6.31, -5.19], [4.50, 0.26, -1.89], [-9.41, -4.73, -2.55], [-8.53, -1.76, 0.48], [-4.29, -1.64, -0.03], [-0.52, 6.16, -6.53], [-7.03, -4.88, -2.27], [-8.51, -1.21, 4.37], [-0.47, 2.95, -5.49], [9.22, 3.88, 9.66], [-5.17, -1.24, -2.80], [10.64, -1.60, 4.21], [10.01, 1.32, 10.40], [-3.04, -0.99, -2.99], [3.30, 2.70, 2.15], [-2.61, -6.91, -1.38], [-7.79, -1.16, 3.56], [-8.15, -3.06, -2.09], [-8.30, -6.85, -2.78], [4.01, 2.15, -0.90], [-9.46, -6.10, -2.80], [10.33, 0.32, 10.69], [-5.37, -2.61, -4.84], [5.13, -0.98, -3.38], [5.38, -0.24, -2.83], [0.73, 0.92, -5.76], [1.76, -0.18, -2.13], [7.97, 3.26, 3.66], [-6.07, -4.40, -2.07], [5.05, 1.13, 1.38], [4.33, 2.83, 2.48], [-6.33, 1.69, 1.73], [-0.12, 6.14, -4.42], [-9.64, -0.17, 6.21], [2.17, 1.23, -3.50], [2.72, 2.02, -2.54]],
  "mulliken_charge": [-0.5707, -0.1814, -0.5685, 0.4458, -0.2480, -0.6615, -0.4187, 0.3592, -0.3433, 0.3954, 0.3697, -0.4921, 0.2813, 0.4927, 0.1662, 0.3764, 0.3773, -0.3354, 0.4570, 0.1785, -0.4010, 0.4397, -1.1708, -0.3913, 0.4820, -0.4635, 0.3742, -0.3965, -0.3163, -0.0121, 0.3537, 0.3131, 0.3816, 0.4359, 0.4538, 0.3590, 0.3889, 0.2124, -0.4956, -0.5819, -0.3104, 0.3708, -0.4213, -0.2770, -0.2010, 0.1362, -0.3496, 0.3517, -0.4176, 0.3787, -0.6051, -0.4506, -0.1769, 0.3263, 0.3691, 0.3585, 0.5194, -0.4848, 0.3793, -0.5048, -0.4945, 0.3909, 0.3572, 0.4436, -0.3570, -0.5247, 0.1249, -0.5440, 0.3671, -0.3272, -0.4353, -0.3850, 0.3755, 0.2264, 0.1104, 0.3691, -0.2959, 0.3700, 0.3738, -0.6690, -0.3641, 0.4397, 0.3667, -0.2282, 0.2917, -0.4573, 0.4779, 0.3736, -0.3866, -0.6924, -0.5189, 0.3627, 0.3656, -0.4539, 0.3646, 0.3861, 0.3793, 0.4518, 0.1841, -0.4776, -0.3694, 0.7696, -0.5865, 0.4813, 0.6287, -0.3080, 0.0429, -0.2341, 0.3468, -0.5071, 0.4645, -0.3656, -0.5182, -0.7831, 0.3941, -0.4157, 0.4766, 0.4374, -0.4668, 0.2188, -0.4100, 0.3654, 0.4489, 0.3192, -0.6161, 0.3176, 0.3316, 0.4577, 0.2419, 0.5497, -0.5208, 0.3942, 0.3961, -0.3468, 0.0728, -0.0845],
  "lumo_ev": -2.891,
  "charge": 1
}

2.
{
  "formula": "C41H56N6O3SSr",
  "method": "ωB97M-V/def2-TZVPD",
  "symbols": ["H", "H", "C", "C", "C", "N", "N", "C", "O", "H", "H", "H", "C", "C", "H", "C", "H", "H", "C", "H", "S", "C", "C", "H", "C", "H", "N", "H", "C", "O", "H", "H", "C", "C", "C", "C", "H", "H", "H", "H", "H", "C", "C", "H", "H", "H", "C", "H", "H", "H", "H", "H", "H", "C", "H", "H", "C", "H", "C", "C", "H", "H", "H", "H", "C", "C", "H", "N", "H", "H", "C", "C", "H", "C", "H", "C", "C", "C", "C", "C", "H", "H", "C", "N", "H", "H", "H", "H", "C", "N", "H", "H", "C", "C", "O", "H", "C", "H", "H", "H", "H", "C", "Sr", "H", "H", "C", "C", "H"],
  "positions_angstrom": [[3.51, -1.21, 4.87], [1.06, -4.74, 2.55], [-1.19, -1.13, -4.91], [-1.86, 3.57, -3.15], [2.83, 2.60, -5.00], [-0.14, 3.53, -1.37], [1.32, -1.74, 2.36], [0.72, -3.10, 4.33], [0.52, -0.32, -1.72], [5.63, -0.67, 1.51], [-1.09, 3.16, 4.85], [0.67, 3.05, -1.72], [1.38, 0.53, -3.79], [-3.22, -0.12, -3.32], [-4.73, -4.85, 3.22], [-4.18, -3.90, 5.06], [-1.32, 5.21, -1.80], [-0.09, 4.50, 2.28], [-2.41, 3.24, 1.52], [2.01, -2.93, 5.97], [0.20, 1.78, 0.59], [2.67, -1.64, 4.34], [-0.86, 4.36, -2.32], [-2.90, 4.11, 3.41], [-3.44, 5.50, -3.68], [2.98, -4.32, 1.89], [3.61, -0.29, 1.02], [-2.12, 4.38, -0.22], [-0.63, 3.04, -0.21], [1.33, -2.40, -4.46], [-4.00, 0.27, -2.68], [1.12, -0.21, -5.79], [-0.40, 3.26, 4.01], [0.57, -0.58, -3.11], [2.71, 2.54, -3.62], [2.25, 1.60, -5.77], [2.48, 0.75, 2.41], [3.83, -5.29, 0.71], [-2.88, 6.26, -3.13], [0.14, 0.54, -1.46], [-1.34, 2.73, -3.60], [4.85, -1.07, 0.86], [0.38, -2.71, 2.91], [-0.64, -4.52, 2.24], [-4.96, -4.36, 5.64], [2.36, 1.62, -6.85], [-2.21, 4.32, 2.58], [-1.73, 0.22, -1.85], [-0.39, 2.32, 3.46], [5.19, -0.95, -0.17], [-2.53, 5.28, 2.16], [-4.54, -0.58, -4.96], [1.60, -5.91, 0.47], [1.38, -1.94, -3.33], [4.03, -3.32, -0.65], [4.00, 0.11, 3.06], [-4.04, -4.17, 3.71], [-2.72, -1.50, -6.35], [-1.03, -2.04, 2.78], [-3.52, -0.59, -4.59], [0.60, 3.40, 4.42], [-1.31, -2.05, 1.71], [0.09, -3.82, 4.83], [-4.20, 5.09, -3.01], [1.78, -4.86, 0.20], [-3.30, -3.01, 5.66], [1.85, -4.81, -0.89], [3.70, -3.21, 0.31], [1.97, 1.45, -1.94], [3.75, 0.64, 0.62], [2.00, 1.51, -3.02], [2.34, -1.26, 3.06], [-2.95, -3.77, 1.91], [3.13, -4.46, 0.82], [-3.40, -2.78, 6.72], [-2.50, -1.11, -5.37], [-2.29, -2.41, 4.93], [4.68, -2.55, 1.17], [-2.14, -2.68, 3.57], [-2.54, 4.41, -4.23], [-1.61, -1.72, 5.40], [-2.00, 2.28, 1.85], [-0.79, 4.43, 3.11], [-1.76, 3.57, 0.26], [-0.91, -1.00, 3.06], [3.19, 3.29, -3.00], [-3.97, 6.02, -4.49], [-2.62, 3.14, -2.49], [-1.91, -0.14, -2.86], [0.63, -4.03, 0.63], [-3.13, 3.74, -4.87], [-1.78, 4.84, -4.88], [-3.03, -3.57, 2.97], [1.80, -2.59, 4.96], [2.06, -2.37, -2.35], [4.33, -2.65, 2.20], [1.54, 0.57, -5.18], [-0.69, 5.36, 3.67], [3.38, 3.40, -5.47], [5.66, -3.05, 1.11], [-0.11, 4.81, -2.98], [0.34, -4.07, 2.08], [1.65, -1.73, -0.06], [-0.42, -1.58, -5.51], [-0.18, -4.32, 0.10], [-0.87, -0.64, -3.64], [3.14, -0.12, 2.42], [-3.47, 3.09, 1.31]],
  "mulliken_charge": [0.4131, 0.5243, -0.2044, 0.6967, -0.5695, 0.2286, 0.8040, -1.5156, 1.4197, 0.4521, 0.3599, -0.2930, -0.6229, -0.9238, 0.3836, -0.4117, 0.3782, 0.1250, -0.7416, 0.4090, 0.1140, -1.0602, -1.3887, 0.3839, -1.2219, 0.4263, 0.0085, 0.1604, -0.2007, -0.7246, 0.4718, 0.3785, -0.9535, 2.7799, -0.9307, -0.9865, 0.3495, 0.3887, 0.2917, -1.4015, -0.1157, -1.0127, 1.9213, 0.5851, 0.3829, 0.4296, -0.7168, 0.6163, 0.0616, 0.4226, 0.3306, 0.4213, 0.5795, -0.1936, 0.1416, 0.1687, -0.8353, 0.4195, -1.1015, -0.6149, 0.3293, 0.1909, 0.6096, 0.3011, -0.8537, -0.7832, 0.4350, 0.0981, 1.2480, 0.1688, -0.8166, 0.5591, 0.4333, -0.8987, 0.3831, -0.9629, -0.2518, -0.6823, 0.3617, -0.6960, 0.4292, 0.2251, -0.1795, 0.2205, 0.3378, 0.4278, 0.4055, 0.2717, -0.5770, -0.2002, 0.3636, 0.3552, -0.0706, -0.7156, -0.6505, 0.2790, -0.3107, 0.3893, 0.4298, 0.4668, 0.3285, -2.1030, 1.5906, 0.4387, 0.2372, -0.1182, -1.4645, 0.3341],
  "lumo_ev": 0.292,
  "de_lowest_kcal_mol": 16.7
}

Respective gap between HOMO and LUMO values: 7.387 6.137 eV.